Below is the molecule C16H26N4O4, with properties calculated with ωB97M-V/def2-TZVPD.

LUMO level in Eh: 0.0230
ΔE to the lowest compared entry with this formula, charge and spin in eV: 0.000
SMILES: CC(C)CCNC(=O)NC(=O)CN1C(=O)NC2(CCCCC2)C1=O
Total charge: 0
Highest occupied orbital energy in eV: -9.85

Each line ends with the natural charge from an NBO analysis.
Atoms and positions in Å:
C1 -0.6999 -2.9874 -1.3154  -0.59
H1 -0.9141 -3.1375 -2.3707  0.21
H2 -0.5835 -3.9623 -0.8456  0.20
H3 0.2477 -2.4588 -1.2325  0.19
C2 -1.8275 -2.2033 -0.6446  -0.24
C3 -3.1222 -3.0095 -0.7265  -0.61
H4 -3.3272 -3.2812 -1.7594  0.21
H5 -3.0353 -3.9247 -0.1437  0.20
H6 -3.9742 -2.4457 -0.3549  0.19
C4 -1.4342 -1.8900 0.8042  -0.41
C5 -2.4971 -1.1335 1.6084  -0.22
N1 -2.9739 0.0654 0.9511  -0.62
C6 -2.2565 1.2129 0.9837  0.81
O1 -1.2527 1.3676 1.6400  -0.65
N2 -2.8596 2.2295 0.2304  -0.66
C7 -2.3161 3.3434 -0.3603  0.71
O2 -3.0190 4.0733 -1.0146  -0.57
C8 -0.8524 3.6617 -0.1206  -0.31
N3 0.0656 2.5699 -0.3442  -0.47
C9 1.2845 2.5269 0.2750  0.72
O3 1.7615 3.3985 0.9526  -0.58
C10 1.8998 1.1716 -0.0569  0.03
N4 0.8944 0.6208 -0.9342  -0.63
C11 -0.1980 1.4007 -1.0595  0.81
O4 -1.2087 1.1484 -1.6716  -0.64
H7 0.9351 -0.3023 -1.3288  0.42
C12 2.0390 0.3774 1.2514  -0.41
C13 2.7127 -0.9703 1.0184  -0.40
C14 4.0765 -0.7763 0.3627  -0.40
C15 3.9320 -0.0283 -0.9592  -0.40
C16 3.2598 1.3255 -0.7462  -0.40
H8 3.8830 1.9576 -0.1116  0.22
H9 3.1227 1.8340 -1.7029  0.22
H10 4.9144 0.1267 -1.4082  0.22
H11 3.3422 -0.6273 -1.6570  0.19
H12 4.5491 -1.7451 0.1907  0.21
H13 4.7194 -0.2025 1.0329  0.20
H14 2.8275 -1.4838 1.9744  0.22
H15 2.0863 -1.5997 0.3814  0.19
H16 2.6388 0.9788 1.9364  0.22
H17 1.0488 0.2561 1.6952  0.24
H18 -0.5992 4.5039 -0.7750  0.24
H19 -0.7233 3.9763 0.9224  0.26
H20 -3.8092 2.0622 -0.0818  0.41
H21 -3.6384 -0.0628 0.2047  0.40
H22 -3.3608 -1.7705 1.8068  0.20
H23 -2.0628 -0.8230 2.5619  0.23
H24 -1.2121 -2.8202 1.3319  0.20
H25 -0.5267 -1.2844 0.7941  0.21
H26 -1.9564 -1.2587 -1.1845  0.22